The following is a DFT calculation (the ωB97M-V functional and the def2-TZVPD basis) of a molecular structure, C3H4NaO in a non-equilibrium geometry.

Each line ends with the Mulliken charge.
Cartesian coordinates (Å):
C: -0.2652 1.0379 -0.7418  -0.489
C: 0.9795 0.4986 -0.2529  -0.362
C: 0.0575 -0.5837 0.0526  0.416
O: -0.4787 -1.0855 1.0216  -0.738
Na: -1.8723 -2.6624 1.6277  1.032
H: -0.6555 0.7713 -1.7264  0.301
H: -0.7065 1.9015 -0.2405  0.294
H: 1.4162 -0.8751 -0.2913  0.268
H: 1.5251 0.9974 0.5509  0.279

Properties
HOMO level (alpha / beta) in eV: -11.98 / -11.62
Net charge: +1
ΔE to the lowest compared entry with this formula, charge and spin in eV: 3.938
HOMO-LUMO gap (alpha / beta) in eV: 7.55 / 7.20